Record 1
Entry from the OMol25 dataset: an isolated molecule of C4H5NS at a distorted geometry (wB97M-V/def2-TZVPD).

XYZ file:
```
11
Properties=species:S:1:pos:R:3:forces:R:3
S 0.5454 1.9539 -1.6854 -0.4 -0.6 1.1
C 0.1331 0.0159 0.3931 2.0 0.8 -2.2
C 0.3025 1.4515 -0.1608 1.1 1.0 0.9
H 0.9754 -1.1133 -1.3335 -0.1 0.4 0.3
N -1.9194 -0.2057 1.9136 0.8 0.4 -0.6
H 0.0867 -2.0809 -0.1374 -0.2 0.6 -0.4
H 1.0566 -0.0954 0.9670 -0.1 -0.1 0.4
C 0.1109 -1.0999 -0.6623 -0.4 -0.5 0.2
H -0.7888 -0.9651 -1.2695 0.1 -0.3 0.0
C -0.9878 -0.0367 1.2500 -2.2 -0.7 1.7
H 0.4852 2.1756 0.7253 -0.6 -0.9 -1.5
```
Forces are in eV/Å.

Calculated values
- Relative energy (zero: lowest compared OMol25 entry of this formula, charge and spin): 24.5 kcal/mol
- E_LUMO: -0.751 eV
- HOMO-LUMO gap: 8.6 eV
- Total charge: 0
- Highest occupied orbital energy: -9.36 eV
- Calculated total energy: -16553.0005 eV
- SMILES string: C[C@H](C#N)C=S
- 2S+1: 1
- M: 99.16 u



Record 2
Entry from the OMol25 dataset: C31H32IMoN7O7S3 as an isolated structure at a distorted geometry (wB97M-V/def2-TZVPD).

XYZ file:
```
82
Properties=species:S:1:pos:R:3:forces:R:3
C -0.4568 -1.1293 2.6782 0.4 -0.4 -0.3
N 0.9993 -1.5682 1.0404 0.4 -0.6 0.1
H -5.1664 -1.3072 -4.1213 0.0 0.0 0.0
C -3.0412 -0.9449 5.4129 -0.1 0.1 0.0
N 3.2482 2.1437 1.8849 -0.1 -0.1 -0.1
C -2.2606 -0.5634 4.3228 0.2 -0.2 -0.1
H 4.6969 1.5258 3.2744 -0.1 0.0 0.0
C -1.5940 2.8647 -2.5101 0.5 -0.4 0.0
H -5.2263 0.6432 1.4098 0.0 0.0 0.0
H -1.2854 1.5820 -5.1180 0.0 0.0 0.0
C -2.1030 0.9181 -4.8753 -0.1 0.1 0.0
H 2.3608 4.0037 2.5071 0.1 0.0 0.0
S 3.1417 -2.2303 -0.5204 0.0 -0.1 0.0
C 1.9554 -2.4253 0.7391 -0.1 0.2 0.0
C -2.6546 -1.3531 0.4193 -0.1 0.1 0.1
C 0.1007 -1.3008 -3.2965 -0.1 -0.5 0.4
H -2.5109 4.5613 -1.8167 0.0 0.0 0.0
H -3.8275 -0.2740 5.7329 0.0 0.0 0.0
O -3.5111 2.0804 0.0037 0.5 0.0 -0.1
H -3.4113 -2.4129 6.9105 0.0 0.0 0.0
C -0.9903 -2.6148 4.5722 0.0 0.1 -0.1
N -1.6431 4.0641 -1.9418 -0.3 0.1 0.1
H -6.2312 -3.4571 3.5627 0.1 0.1 0.0
H 3.9069 -5.3400 1.2684 0.0 0.0 0.0
C -4.0341 0.4048 -3.5273 0.1 0.1 0.1
H -0.8298 -0.7562 -3.1908 0.0 0.2 0.0
S 2.1069 -3.8310 1.7371 0.2 -0.1 -0.1
H -7.0327 -3.7042 1.9807 0.1 0.1 -0.1
C 2.7841 1.1049 1.1854 0.0 -0.1 -0.1
H -0.8127 4.4396 -1.5223 0.1 0.0 0.0
S -0.0987 2.0427 -2.5385 0.3 0.0 0.0
C 1.2475 -0.6119 -2.6355 -0.1 -0.4 -0.1
C 2.2420 3.0709 1.9845 -0.3 0.1 -0.1
N 1.5256 1.3229 0.8208 -0.2 0.2 0.1
C -1.2322 -1.4185 3.8768 -0.2 0.3 0.1
O -6.2237 -1.8238 2.2898 0.0 0.1 0.0
N 0.3976 -1.9884 2.2203 -0.4 -0.2 0.5
H 4.8780 -3.1139 0.8729 0.0 -0.1 0.0
C -3.0905 -2.6108 0.8166 0.1 -0.3 0.0
Mo 0.0287 0.0561 0.1160 0.1 0.9 0.4
C -4.3104 -2.6476 1.4503 -0.1 0.3 0.0
H -1.5513 -3.8850 6.1915 0.0 0.0 0.0
C -3.4661 -1.0012 -5.3947 0.0 0.0 0.1
H -1.9261 0.7985 3.0410 0.1 0.0 -0.1
H 0.1901 2.9682 1.1741 0.0 0.0 0.0
H 3.3630 0.2289 0.9426 0.0 0.0 0.0
C 4.5744 2.2551 2.4756 0.3 -0.1 0.1
H -4.6923 0.6530 -2.7021 0.0 0.0 0.0
O -2.5539 0.6211 3.7520 -0.1 0.1 0.1
H -3.5806 2.8146 -2.6875 0.0 0.0 -0.1
H -1.7346 -0.4053 -6.5123 0.0 0.0 0.0
C -2.3724 -0.1910 -5.6640 0.1 0.0 0.0
O 1.2504 -0.3091 -1.4015 0.8 -0.3 -1.0
C -2.7951 -2.1326 6.0667 0.0 0.1 -0.1
N 2.3407 -0.4106 -3.3349 0.0 0.3 0.1
O -4.9605 -3.7175 1.9470 0.1 -0.1 -0.1
C 3.3468 -4.6304 0.6618 -0.2 0.1 0.2
O -0.6474 -0.0153 1.9986 0.1 0.0 0.5
H -1.6917 -1.2598 -0.0980 -0.2 -0.5 -0.3
C -2.9292 1.2064 -3.7946 0.1 -0.3 -0.1
O -1.5060 1.0957 0.0267 -0.4 0.9 -0.4
N -2.7303 2.3592 -2.9913 -0.3 0.3 0.1
H 5.3434 2.0918 1.7239 -0.1 0.0 0.0
C -1.7556 -2.9686 5.6558 0.1 -0.1 0.1
I -0.2078 -3.1951 -2.2811 0.0 0.3 -0.2
H 3.1234 0.0584 -2.9020 0.0 0.0 0.0
C -4.6507 -0.2571 1.2490 -0.1 0.0 0.0
C -6.1929 -3.2351 2.4952 -0.2 -0.2 0.2
C -4.2983 -0.6955 -4.3267 0.0 0.0 -0.1
H 4.6954 3.2498 2.8929 0.0 0.0 0.0
C 1.1730 2.5570 1.3245 0.0 0.2 0.1
H -3.6849 -1.8528 -6.0244 0.0 0.0 0.0
H 4.8472 -3.8953 -0.7218 0.0 0.0 0.0
C -2.8415 1.0996 0.1975 -1.1 -0.3 0.3
C -5.0754 -1.4933 1.6557 0.2 -0.2 0.0
H -2.5200 -3.5118 0.6370 0.0 0.0 0.0
H 0.2820 -1.5421 -4.3383 0.1 0.1 0.0
H 2.3625 -0.5367 -4.3344 0.0 -0.1 0.0
C 4.2346 -3.5469 0.1086 0.0 0.1 -0.1
H -0.1862 -3.2468 4.2219 0.0 -0.1 0.1
H 2.8157 -5.1650 -0.1245 0.1 0.0 0.0
C -3.3925 -0.2042 0.6338 0.2 0.0 -0.2
```
Forces are in eV/Å.

Calculated values
- Relative energy (zero: lowest compared OMol25 entry of this formula, charge and spin): 33.8 kcal/mol
- E_LUMO (alpha / beta): -6.512 / -6.512 eV
- HOMO-LUMO gap (alpha / beta): 6.1 / 6.1 eV
- Total charge: +2
- Highest occupied orbital energy (alpha / beta): -12.60 / -12.60 eV
- Calculated total energy: -99880.4956 eV
- 2S+1: 3
- M: 933.68 u



Record 3
Entry from the OMol25 dataset: C4H16CrN3S as an isolated structure at a distorted geometry (wB97M-V/def2-TZVPD).

XYZ file:
```
25
Properties=species:S:1:pos:R:3:forces:R:3
C 2.1180 -0.5237 2.0847 -0.3 -0.5 -0.7
H 0.3120 1.5107 -1.5959 -0.1 -0.1 0.3
C -0.1289 -0.0506 1.1457 -1.5 -1.3 -1.5
N 1.1520 -0.5204 0.9560 2.0 -0.7 -0.1
H -1.3346 1.2293 2.0462 0.9 -0.1 -0.1
H -3.5842 -1.7868 -1.6081 0.6 -0.1 -0.3
H 2.3040 0.4998 2.4235 0.0 -0.4 0.0
S -1.4589 -0.7653 0.2912 0.0 -0.2 0.3
H 1.2623 0.6761 -2.6089 -0.6 -0.3 0.2
N 0.6459 0.5730 -1.7959 1.1 0.4 0.1
N -0.3396 0.9992 1.9671 -0.3 2.0 1.8
H 1.1404 2.0259 3.0801 0.1 0.3 -0.2
H -1.8984 0.4120 -2.6317 -0.1 0.6 -0.4
Cr -1.0494 -0.8199 -2.1094 -0.6 1.1 2.5
C 0.6069 2.1238 2.1249 -0.9 -0.6 -0.1
H -3.0610 -1.6393 -3.3240 -0.1 -0.3 0.4
H -0.0230 -0.8985 -3.2158 0.9 -1.1 -2.5
H 1.7899 -1.1530 2.9299 0.1 0.2 0.0
H 0.0288 3.0513 2.1368 0.2 0.1 0.0
H 1.2495 0.2586 -1.0216 -0.4 0.4 -0.1
H 1.3196 2.1413 1.2899 -0.1 0.1 0.2
H 3.0418 -0.9386 1.6647 0.0 0.1 0.3
C -2.7299 -1.9478 -2.3081 -0.6 -0.5 -0.8
H -2.4889 -3.0316 -2.3792 -0.2 0.3 0.2
H 1.1257 -1.4255 0.4579 -0.1 0.7 0.6
```
Forces are in eV/Å.

Calculated values
- E_LUMO (alpha / beta): 3.190 / 3.088 eV
- HOMO-LUMO gap (alpha / beta): 3.9 / 7.1 eV
- Total charge: -1
- Highest occupied orbital energy (alpha / beta): -0.68 / -4.04 eV
- Calculated total energy: -48131.1196 eV
- 2S+1: 5
- M: 190.26 u



Record 4
Entry from the OMol25 dataset: an isolated ion of composition C3Cl2NO2 and charge -1 at a distorted geometry (wB97M-V/def2-TZVPD).

XYZ file:
```
8
Properties=species:S:1:pos:R:3:forces:R:3
C -0.8682 -0.4519 1.3503 0.4 -1.2 4.3
C 1.0456 -0.5374 -1.0369 2.0 -0.8 -0.9
N -0.9317 -0.7713 2.4681 -0.1 -1.0 -0.5
C -0.8109 0.4785 0.3836 0.0 2.0 -4.2
O 0.7704 0.3641 -0.2633 -0.8 1.3 1.0
O 0.6901 -1.5031 -1.5654 -1.1 -1.0 -0.4
Cl 3.1280 -0.3322 -1.6577 -0.8 0.4 0.5
Cl -1.9748 -0.0181 -0.9215 0.4 0.3 0.1
```
Forces are in eV/Å.

Calculated values
- Relative energy (zero: lowest compared OMol25 entry of this formula, charge and spin): 41.2 kcal/mol
- E_LUMO: 3.396 eV
- HOMO-LUMO gap: 8.4 eV
- Total charge: -1
- Highest occupied orbital energy: -4.96 eV
- Calculated total energy: -33740.1549 eV
- 2S+1: 1
- M: 152.94 u



Record 5
Entry from the OMol25 dataset: C22H12Cl2F6N4O11S3V as an isolated structure at a distorted geometry (wB97M-V/def2-TZVPD).

XYZ file:
```
61
Properties=species:S:1:pos:R:3:forces:R:3
H -0.8372 -5.1790 -2.9187 0.0 0.0 0.0
C 1.9393 2.4142 1.5413 0.1 -0.1 0.2
C 2.3197 1.5467 2.5952 -0.2 -0.5 -0.1
O 0.1013 1.5038 -1.7256 -0.4 0.3 -0.3
S 0.5477 1.3524 -3.1087 0.1 0.5 -0.9
C -4.5005 1.6526 2.4654 0.0 0.1 0.0
O -0.9548 0.5066 0.6541 -1.6 -0.1 0.9
H 2.2300 3.4667 1.5887 -0.1 0.0 -0.1
S -1.1959 3.3324 -3.4733 -0.3 0.4 0.0
O 2.4776 0.2181 -0.9261 1.7 -0.5 -0.9
O -2.2919 -3.8289 1.4666 -0.2 -0.1 -0.1
F 2.1084 3.3234 -4.0688 -0.1 -0.1 0.0
V 0.7771 0.4974 -0.1407 -1.3 -1.3 0.3
H 3.2899 -2.4837 -3.2907 0.0 0.0 -0.1
O -2.0879 3.9102 -4.4260 0.2 -0.3 -0.4
C 1.0359 -4.9385 -3.9300 0.0 -0.1 0.0
N -1.1427 -1.6340 1.3865 0.2 -0.1 0.2
F -2.0539 3.1552 -0.9213 0.3 -0.2 0.0
H 0.8750 -5.7863 -4.5836 0.0 0.0 0.0
F -2.6404 1.4343 -2.1406 0.3 0.1 0.1
H -4.9109 2.6395 2.2957 0.0 0.0 0.0
Cl 1.8943 -2.3109 3.5896 -0.1 -0.2 0.0
C -2.4148 2.7467 -2.1323 -0.5 0.1 -0.3
C -5.1695 0.7449 3.2800 0.0 0.0 0.0
C 2.9672 -0.1334 4.7209 -0.2 -0.1 -0.3
H -5.1566 -1.2326 4.1322 0.0 0.0 0.0
S -1.6496 -2.8456 2.3176 0.0 0.5 0.0
O -0.2619 4.1907 -2.8041 0.0 0.0 0.2
C 0.2592 -3.5067 -2.1618 0.0 0.2 0.2
O 1.2727 2.0170 0.5693 1.3 4.6 1.9
C -4.6461 -0.5125 3.5061 0.0 -0.1 0.0
H -6.1074 1.0204 3.7469 0.0 0.0 0.0
O 0.9408 0.0518 -3.5376 -0.1 0.0 -0.2
C 3.3425 1.2151 4.7398 0.0 0.3 -0.1
H -0.4804 -3.2147 -1.4279 0.0 0.0 0.0
C 2.4068 -3.0992 -3.2108 0.0 0.2 0.2
C -3.4303 -0.8852 2.9282 -0.2 0.3 -0.2
C 2.3032 -0.6404 3.6352 0.1 0.0 0.0
F 2.3879 2.9162 -1.9626 0.0 0.0 -0.1
C -2.7713 0.0096 2.0785 0.1 0.1 0.0
N 1.5569 -1.6001 -1.4859 1.0 0.7 0.1
H 2.9445 -4.4597 -4.7733 0.1 0.0 0.0
O 0.4964 -1.0782 -0.9064 -0.7 -3.3 -1.9
N -0.4727 2.0263 -4.0943 -0.1 0.1 0.7
C 0.0718 -4.5975 -2.9943 0.0 -0.1 -0.1
F 3.1710 1.5621 -3.4555 -0.1 0.0 0.1
O -2.9431 -2.0947 3.2464 0.3 -0.4 -0.1
F -3.5922 3.3346 -2.3979 0.1 0.1 0.0
H 3.2130 -0.7780 5.5527 0.0 0.0 0.0
H -2.7754 1.9530 1.2176 0.0 0.0 0.0
O 1.4440 -0.3749 1.4489 0.6 0.1 1.7
C 1.9697 0.1562 2.4934 0.2 0.0 -0.4
C 1.4241 -2.7636 -2.2836 -0.2 -0.6 -0.3
C -3.3162 1.2749 1.8638 0.0 0.0 0.1
N 2.6394 -0.9201 -1.4901 -0.2 -0.4 -0.2
H 3.3149 3.0873 3.7308 0.0 0.0 0.0
C 2.1483 2.3661 -3.1468 0.2 0.0 -0.2
Cl 4.2504 1.8127 6.0960 0.0 0.0 0.1
C 2.2036 -4.1930 -4.0310 -0.1 -0.1 0.0
C -1.5422 -0.3927 1.3552 -0.4 -0.1 0.0
C 3.0213 2.0452 3.7078 0.0 0.0 0.1
```
Forces are in eV/Å.

Calculated values
- Relative energy (zero: lowest compared OMol25 entry of this formula, charge and spin): 27.9 kcal/mol
- E_LUMO (alpha / beta): 1.452 / 1.131 eV
- HOMO-LUMO gap (alpha / beta): 7.0 / 7.4 eV
- Total charge: -1
- Highest occupied orbital energy (alpha / beta): -5.53 / -6.29 eV
- Calculated total energy: -151035.8590 eV
- 2S+1: 3
- M: 840.39 u



Record 6
Entry from the OMol25 dataset: C5H7NO as an isolated structure (wB97M-V/def2-TZVPD).

XYZ file:
```
14
Properties=species:S:1:pos:R:3:forces:R:3
H -2.0578 -1.1580 -1.5954 0.1 0.0 0.1
C -0.6178 0.3479 -0.4879 0.2 0.2 -0.2
C 2.2655 0.4610 0.4982 0.2 0.2 -0.1
O -0.5275 -1.7453 -0.1736 0.0 -0.1 0.0
C -1.9067 0.1492 0.2943 -0.1 0.1 0.2
N 1.5272 -0.7882 0.4141 -0.5 0.2 -0.2
H 2.9426 0.5261 -0.3629 0.0 0.0 0.2
H -2.7021 0.8344 0.0192 0.1 -0.1 0.0
C -1.4983 -0.8385 -0.7276 -0.4 -0.1 -0.2
H 2.8777 0.4623 1.4064 -0.2 0.0 -0.2
C 0.3542 -0.6925 -0.0057 0.4 0.0 0.3
H 1.6219 1.3600 0.4924 0.2 -0.3 0.1
H -1.8608 -0.1283 1.3420 0.0 0.0 -0.1
H -0.4183 1.2098 -1.1134 0.0 -0.2 0.2
```
Forces are in eV/Å.

Calculated values
- Relative energy (zero: lowest compared OMol25 entry of this formula, charge and spin): 60.0 kcal/mol
- E_LUMO: 1.000 eV
- HOMO-LUMO gap: 10.5 eV
- Total charge: 0
- Highest occupied orbital energy: -9.52 eV
- Calculated total energy: -8833.6020 eV
- 2S+1: 1
- M: 97.12 u